No. 1
Below is C42H36Cl2GeI2KN8O2S as an isolated structure, with properties calculated with wB97M-V/def2-TZVPD.

Summary:
highest occupied orbital energy (spin up / spin down)	-2.67 / -2.75	eV
expectation value of S²	0.7555
F_max	0.52	eV Å⁻¹

```
! RIJCOSX wB97M-V def2-TZVPD def2/J DEFGRID3
* xyz -2 2
K -1.119 1.910 -1.009
Cl -1.162 -1.982 2.821
C -2.617 -1.288 2.136
C -3.837 -1.686 2.680
C -5.011 -1.154 2.233
Cl -6.518 -1.659 2.982
C -5.013 -0.185 1.199
C -6.175 0.457 0.713
C -6.068 1.408 -0.261
C -4.792 1.722 -0.765
N -3.697 1.138 -0.343
C -3.775 0.192 0.626
C -2.487 -0.369 1.074
O -1.401 -0.002 0.561
H -3.841 -2.418 3.476
H -7.138 0.192 1.132
H -6.931 1.937 -0.642
H -4.681 2.494 -1.519
N 1.418 4.100 0.854
N 2.720 3.614 0.629
C 3.032 2.311 0.744
N 4.256 1.961 0.285
S 1.990 1.176 1.420
H 1.382 4.528 1.774
H 0.816 3.282 0.935
H 3.256 4.167 -0.026
H 4.770 2.595 -0.317
H 4.407 0.974 0.157
I -2.627 4.900 -2.153
I -5.830 5.247 -2.378
C -4.738 -0.646 5.980
C -3.723 0.212 5.277
C -2.364 0.017 5.484
C -1.412 0.765 4.806
C 0.047 0.462 5.044
C -1.837 1.756 3.906
C -0.813 2.596 3.249
O -1.061 3.502 2.482
C -3.212 1.954 3.664
C -3.741 2.957 2.676
C -4.125 1.177 4.365
H -4.353 -1.016 6.932
H -4.993 -1.512 5.365
H -5.661 -0.097 6.164
H -2.036 -0.755 6.173
H 0.139 -0.376 5.735
H 0.581 1.311 5.476
H 0.555 0.193 4.116
H 0.234 2.367 3.502
H -3.440 3.973 2.931
H -4.829 2.899 2.639
H -3.351 2.772 1.676
H -5.184 1.315 4.171
C 0.942 -2.274 0.266
Ge 1.565 -1.910 -1.519
C 3.300 -1.033 -1.618
C 3.598 -0.021 -2.526
C 4.889 0.488 -2.618
C 5.888 0.005 -1.787
C 5.598 -0.986 -0.859
C 4.313 -1.504 -0.781
C 1.638 -3.577 -2.553
C 1.467 -4.746 -1.858
C 1.585 -6.008 -2.486
C 1.879 -6.084 -3.813
C 2.061 -4.905 -4.580
C 2.361 -4.967 -5.963
C 2.526 -3.828 -6.695
C 2.392 -2.567 -6.077
C 2.104 -2.480 -4.745
C 1.935 -3.642 -3.950
H 1.715 -2.768 0.855
H 0.050 -2.898 0.234
H 0.665 -1.334 0.737
H 2.820 0.396 -3.154
H 5.106 1.266 -3.335
H 6.890 0.412 -1.854
H 6.371 -1.355 -0.195
H 4.098 -2.278 -0.051
H 1.232 -4.716 -0.800
H 1.440 -6.910 -1.904
H 1.975 -7.045 -4.306
H 2.454 -5.942 -6.429
H 2.754 -3.886 -7.752
H 2.514 -1.663 -6.659
H 1.991 -1.505 -4.294
N -0.518 -0.051 -2.861
C 0.264 -0.751 -2.388
N 1.263 2.703 -2.328
C 2.218 3.162 -2.786
C 3.413 3.728 -3.272
C 3.841 3.539 -4.601
N 4.227 3.374 -5.679
C 4.254 4.345 -2.335
N 4.912 4.831 -1.510
*
```

=====

No. 2
Below is C42H36ClN5O6PS3V as an isolated structure at a distorted geometry, with properties calculated with wB97M-V/def2-TZVPD.

Summary:
highest occupied orbital energy (spin up / spin down)	-3.74 / -4.74	eV
expectation value of S²	1.1026
F_max	2.86	eV Å⁻¹

```
! RIJCOSX wB97M-V def2-TZVPD def2/J DEFGRID3
* xyz -1 2
V -1.821 0.493 0.489
Cl 1.115 4.813 5.269
C 0.435 3.505 4.345
C -0.125 2.412 5.013
C -0.691 1.393 4.292
C -0.747 1.423 2.884
O -1.355 0.461 2.244
C -0.114 2.515 2.223
C -0.061 2.606 0.791
O -0.628 1.830 -0.002
C 0.461 3.547 2.979
H -0.107 2.381 6.094
H -1.131 0.534 4.783
H 0.489 3.455 0.380
H 0.921 4.382 2.464
O -4.324 -0.165 1.323
N -3.200 -0.801 0.754
C -3.445 -2.062 0.450
C -2.499 -3.077 0.112
C -3.005 -4.383 -0.077
C -2.177 -5.462 -0.264
C -0.794 -5.286 -0.272
C -0.281 -4.012 -0.134
C -1.103 -2.897 0.034
P -0.272 -1.251 0.128
C 0.526 -1.370 -1.512
C 1.770 -1.916 -1.805
C 2.146 -2.120 -3.124
C 1.287 -1.780 -4.158
C 0.059 -1.200 -3.874
C -0.318 -0.992 -2.557
C 0.839 -1.659 1.526
C 0.151 -2.070 2.674
C 0.831 -2.355 3.844
C 2.216 -2.256 3.880
C 2.908 -1.882 2.742
C 2.224 -1.572 1.572
H -4.981 -0.841 1.536
H -4.475 -2.408 0.543
H -4.080 -4.533 -0.056
H -2.596 -6.452 -0.401
H -0.131 -6.134 -0.393
H 0.791 -3.864 -0.166
H 2.462 -2.172 -1.016
H 3.116 -2.550 -3.344
H 1.578 -1.967 -5.185
H -0.604 -0.913 -4.680
H -1.272 -0.526 -2.328
H -0.928 -2.154 2.639
H 0.281 -2.650 4.729
H 2.751 -2.469 4.798
H 3.989 -1.817 2.760
H 2.782 -1.237 0.712
S 7.809 0.941 1.461
C 6.342 0.798 0.700
S 4.927 1.621 1.304
C 3.922 0.903 0.010
N 4.630 0.129 -0.744
N 5.970 0.072 -0.394
C 6.763 -0.737 -1.261
C 8.152 -0.841 -1.193
C 8.837 -1.626 -2.111
C 8.170 -2.319 -3.105
C 6.787 -2.233 -3.166
C 6.091 -1.457 -2.258
S 2.267 1.192 -0.107
H 8.705 -0.317 -0.436
H 9.916 -1.684 -2.039
H 8.719 -2.914 -3.825
H 6.242 -2.770 -3.932
H 5.017 -1.380 -2.314
C -6.232 0.880 -1.371
C -5.607 2.053 -2.125
C -4.602 2.861 -1.279
C -3.900 3.903 -2.187
C -2.801 4.706 -1.490
C -5.370 3.643 -0.219
O -6.379 4.269 -0.480
N -4.831 3.652 1.035
C -3.722 2.903 1.491
O -3.360 3.048 2.638
N -3.159 2.064 0.590
C -3.543 1.960 -0.675
O -2.975 1.090 -1.367
H -6.984 0.381 -1.983
H -6.714 1.224 -0.452
H -5.470 0.151 -1.103
H -6.390 2.747 -2.431
H -5.094 1.695 -3.018
H -4.676 4.574 -2.560
H -3.472 3.368 -3.037
H -3.189 5.245 -0.624
H -2.378 5.440 -2.176
H -1.992 4.054 -1.157
H -5.291 4.217 1.732
*
```

=====

No. 3
Below is C42H36FLuP2 as an isolated structure at a distorted geometry, with properties calculated with wB97M-V/def2-TZVPD.

Summary:
highest occupied orbital energy	-13.56	eV
F_max	14.89	eV Å⁻¹

```
! RIJCOSX wB97M-V def2-TZVPD def2/J DEFGRID3
* xyz 2 1
C 0.183 -1.899 -2.100
C -0.150 -0.536 -2.126
C 0.447 0.288 -3.090
C 1.342 -0.242 -4.016
C 1.653 -1.602 -3.994
C 1.074 -2.429 -3.030
P -1.280 0.178 -0.874
C -1.999 1.599 -1.788
C -1.630 2.898 -1.419
C -2.118 3.994 -2.129
C -2.984 3.801 -3.205
C -3.364 2.508 -3.569
C -2.874 1.410 -2.866
Lu -0.586 0.780 1.066
P 1.356 -0.180 0.898
C 2.527 0.276 -0.430
C 3.371 -0.612 -1.103
C 4.239 -0.143 -2.089
C 4.275 1.213 -2.410
C 3.422 2.104 -1.754
C 2.547 1.637 -0.778
C 2.174 0.454 2.412
C 1.450 0.319 3.610
C 1.955 0.835 4.801
C 3.190 1.486 4.810
C 3.916 1.618 3.626
C 3.412 1.109 2.429
C 1.491 -1.992 1.131
C 0.309 -2.743 1.143
C 0.348 -4.117 1.378
C 1.569 -4.749 1.616
C 2.749 -4.001 1.637
C 2.711 -2.628 1.404
C -2.646 -1.049 -0.806
C -2.954 -1.902 -1.877
C -4.021 -2.794 -1.782
C -4.793 -2.842 -0.621
C -4.497 -1.990 0.445
C -3.428 -1.100 0.356
H 0.490 -0.196 3.600
H 1.384 0.731 5.719
H 3.585 1.889 5.738
H 4.879 2.122 3.632
H 3.977 1.222 1.510
H 3.339 -1.671 -0.872
H 4.884 -0.843 -2.613
H 4.954 1.574 -3.177
H 3.433 3.160 -2.011
H 1.859 2.315 -0.278
H -0.636 -2.229 0.984
H -0.575 -4.691 1.384
H 1.602 -5.819 1.802
H 3.698 -4.488 1.846
H 3.627 -2.045 1.453
H -2.355 -1.877 -2.783
H -4.247 -3.453 -2.616
H -5.622 -3.541 -0.547
H -5.097 -2.019 1.350
H -3.192 -0.431 1.181
H -0.977 3.030 -0.560
H -1.831 4.999 -1.832
H -3.372 4.656 -3.753
H -4.050 2.354 -4.399
H -3.179 0.408 -3.149
H 0.204 1.346 -3.117
H 1.800 0.410 -4.754
H 2.348 -2.014 -4.719
H 1.314 -3.488 -3.000
H -0.266 -2.551 -1.360
H 3.600 -3.984 -5.371
H 3.297 -4.582 -5.049
F -4.291 4.050 5.326
C -3.507 3.369 4.454
C -2.210 3.000 4.820
C -1.402 2.298 3.920
C -1.887 1.960 2.651
C -3.184 2.336 2.286
C -3.994 3.038 3.185
H -1.828 3.258 5.799
H -0.405 2.030 4.212
H -3.559 2.082 1.304
H -4.998 3.325 2.898
*
```

=====

No. 4
Below is C42H37BrCl2F4NO3PPtSi as an isolated structure at a distorted geometry, with properties calculated with wB97M-V/def2-TZVPD.

Summary:
highest occupied orbital energy (spin up / spin down)	-12.86 / -12.87	eV
F_max	2.29	eV Å⁻¹

```
! RIJCOSX wB97M-V def2-TZVPD def2/J DEFGRID3
* xyz 2 1
Pt 0.675 -0.374 0.048
F 6.366 -0.147 4.404
C 5.141 -0.182 3.927
C 4.058 -0.217 4.792
F 4.249 -0.213 6.097
C 2.776 -0.259 4.273
F 1.761 -0.289 5.131
C 2.538 -0.261 2.900
P 0.825 -0.423 2.342
C 0.343 -1.968 3.145
C 1.009 -3.119 2.717
C 0.685 -4.351 3.254
C -0.311 -4.445 4.220
C -0.940 -3.298 4.680
C -0.612 -2.057 4.153
C -0.110 0.929 3.053
C -1.501 0.798 3.145
C -2.252 1.799 3.736
C -1.626 2.950 4.199
C -0.253 3.104 4.063
C 0.510 2.095 3.494
C 3.638 -0.228 2.060
Br 3.449 -0.250 0.192
C 4.926 -0.190 2.557
F 5.969 -0.163 1.740
H 1.796 -3.042 1.975
H 1.206 -5.242 2.928
H -0.580 -5.410 4.628
H -1.681 -3.364 5.465
H -1.079 -1.169 4.557
H -1.988 -0.101 2.784
H -3.324 1.685 3.832
H -2.209 3.727 4.675
H 0.229 4.006 4.415
H 1.583 2.216 3.407
O 0.739 0.010 -2.292
C 0.812 1.317 -2.894
C 1.205 2.396 -1.669
O 1.000 3.567 -1.885
O 1.625 1.766 -0.689
C -0.523 1.663 -3.494
C -0.935 2.977 -3.724
C -2.133 3.231 -4.370
C -2.944 2.186 -4.797
C -2.531 0.878 -4.595
C -1.332 0.620 -3.950
C 1.982 1.341 -3.867
C 2.095 0.247 -4.733
C 3.155 0.159 -5.620
C 4.122 1.154 -5.645
C 4.003 2.249 -4.803
C 2.938 2.348 -3.917
H 1.595 -0.414 -2.474
H -0.323 3.804 -3.393
H -2.438 4.255 -4.538
H -3.881 2.393 -5.297
H -3.135 0.056 -4.958
H -0.987 -0.396 -3.850
H 1.323 -0.514 -4.748
H 3.218 -0.683 -6.297
H 4.963 1.078 -6.321
H 4.748 3.032 -4.823
H 2.857 3.222 -3.286
C -4.103 -1.726 -0.806
Si -2.263 -1.766 -0.533
C -1.877 -2.852 0.915
C -1.536 -2.463 -2.079
N -1.423 -0.156 -0.111
C -1.974 1.029 0.121
C -1.181 2.205 0.434
C -1.745 3.448 0.530
C -3.123 3.598 0.402
C -3.951 2.475 0.194
C -3.413 1.238 0.047
H -4.376 -2.723 -1.164
H -4.403 -1.017 -1.580
H -4.686 -1.542 0.098
H -2.039 -3.893 0.623
H -2.526 -2.642 1.769
H -0.847 -2.742 1.231
H -1.787 -3.526 -2.096
H -0.456 -2.364 -2.154
H -1.997 -1.995 -2.946
H -0.118 2.096 0.564
H -1.111 4.304 0.714
H -3.567 4.583 0.472
H -5.024 2.604 0.134
H -4.057 0.406 -0.136
Cl 0.589 -5.286 -2.244
C 1.462 -4.723 -0.838
Cl 1.696 -2.935 -0.848
H 2.452 -5.162 -0.831
H 0.901 -4.963 0.057
*
```

=====

No. 5
Below is C42H37F2N9O4RuS as an isolated structure at a distorted geometry, with properties calculated with wB97M-V/def2-TZVPD.

Summary:
highest occupied orbital energy (spin up / spin down)	-3.56 / -4.32	eV
expectation value of S²	0.7868
F_max	1.42	eV Å⁻¹

```
! RIJCOSX wB97M-V def2-TZVPD def2/J DEFGRID3
* xyz -1 2
Ru 0.221 0.274 1.078
C -4.441 0.136 -1.519
C -3.766 0.381 -0.382
N -2.463 0.814 -0.412
C -1.822 0.869 -1.668
C -2.629 0.657 -2.793
N -3.894 0.312 -2.784
C -0.396 0.962 -1.807
C 0.112 1.530 -2.991
C 1.435 1.420 -3.363
C 2.263 0.713 -2.495
C 1.760 0.258 -1.285
N 0.479 0.423 -0.895
C 2.588 -0.486 -0.330
C 3.883 -0.934 -0.593
N 4.581 -1.657 0.263
C 3.981 -1.949 1.414
C 2.708 -1.511 1.713
N 2.010 -0.773 0.851
C 1.948 1.996 -4.629
C 1.107 2.604 -5.559
C 1.633 3.120 -6.732
N 2.921 3.070 -7.057
C 3.728 2.493 -6.171
C 3.303 1.956 -4.966
H -5.458 -0.227 -1.472
H -4.193 0.259 0.601
H -2.161 0.729 -3.770
H -0.586 2.081 -3.601
H 3.301 0.539 -2.726
H 4.366 -0.700 -1.534
H 4.536 -2.546 2.127
H 2.243 -1.741 2.659
H 0.045 2.694 -5.386
H 0.977 3.601 -7.449
H 4.780 2.456 -6.435
H 4.040 1.519 -4.307
C -3.548 -1.659 4.751
C -3.322 -0.879 3.451
C -4.443 0.142 3.237
C -3.163 -1.827 2.271
C -4.265 -2.534 1.806
C -4.175 -3.381 0.713
C -2.955 -3.538 0.078
C -1.821 -2.875 0.532
C -0.482 -3.145 -0.133
C -0.500 -2.782 -1.617
C -0.055 -4.601 0.064
C -1.919 -2.009 1.636
N -0.772 -1.331 2.102
C -0.238 -1.762 3.277
C -0.322 -3.059 3.813
C 0.292 -3.381 5.013
C 1.017 -2.434 5.729
C 1.105 -1.136 5.234
C 0.478 -0.837 4.052
F 0.550 0.430 3.542
H -3.593 -0.976 5.603
H -2.745 -2.374 4.929
H -4.492 -2.210 4.712
H -2.390 -0.320 3.534
H -5.374 -0.333 2.919
H -4.154 0.874 2.483
H -4.649 0.673 4.169
H -5.222 -2.408 2.302
H -5.049 -3.913 0.358
H -2.877 -4.201 -0.777
H 0.255 -2.511 0.363
H -1.198 -3.414 -2.171
H 0.493 -2.914 -2.058
H -0.804 -1.747 -1.765
H -0.741 -5.284 -0.443
H -0.036 -4.867 1.122
H 0.946 -4.765 -0.346
H -0.887 -3.806 3.267
H 0.208 -4.393 5.391
H 1.506 -2.695 6.657
H 1.652 -0.356 5.750
F -0.743 5.007 -1.865
C 0.562 4.732 -1.734
C 1.069 4.346 -0.561
N 2.406 4.065 -0.402
C 2.920 3.706 0.908
C 2.392 2.361 1.439
O 3.037 1.774 2.293
O 1.271 2.033 0.904
C 3.284 4.132 -1.462
O 4.472 3.877 -1.389
N 2.709 4.511 -2.658
C 1.393 4.884 -2.912
O 1.044 5.281 -4.003
H 0.443 4.214 0.309
H 2.670 4.497 1.619
H 3.999 3.637 0.826
H 3.352 4.588 -3.434
S -1.733 1.551 0.976
*
```

=====

What did we get for energy relative to the best compared isomer or geometry (same formula, charge and spin)? Answer: 0.0; 0.0; 72.4; 79.6; 3.8 kcal per mole, in the order shown.